{"formula": "C41H41N4O4Ta", "method": "ωB97M-V with the def2-TZVPD basis set", "gap_ev": 7.477, "charge": 2, "e_tot_ha": -2163.66866, "species": ["Ta", "O", "C", "C", "C", "C", "C", "C", "C", "C", "C", "O", "C", "C", "C", "C", "C", "C", "C", "C", "C", "C", "C", "C", "N", "C", "C", "C", "C", "C", "C", "C", "C", "C", "C", "C", "C", "H", "H", "H", "H", "H", "H", "H", "H", "H", "H", "H", "H", "H", "H", "H", "H", "H", "H", "H", "H", "H", "H", "H", "H", "H", "H", "H", "N", "C", "C", "O", "O", "H", "H", "H", "H", "N", "C", "N", "C", "C", "C", "C", "C", "H", "H", "H", "H", "H", "H", "H", "H", "H", "H"], "xyz": [[0.13, -0.09, -0.13], [-0.04, 1.35, 0.91], [0.55, 2.44, 1.67], [2.05, 2.28, 1.35], [2.55, 0.91, 1.75], [3.38, 0.76, 2.84], [3.79, -0.50, 3.23], [3.36, -1.61, 2.52], [2.51, -1.42, 1.44], [1.91, -2.58, 0.70], [0.45, -2.81, 1.16], [-0.19, -1.51, 0.97], [0.38, -3.20, 2.63], [-0.48, -2.56, 3.51], [-0.58, -2.99, 4.83], [0.18, -4.06, 5.27], [1.03, -4.71, 4.39], [1.12, -4.29, 3.07], [-0.29, -3.82, 0.30], [-1.64, -4.07, 0.57], [-2.35, -4.98, -0.20], [-1.72, -5.67, -1.23], [-0.38, -5.43, -1.50], [0.33, -4.50, -0.74], [2.12, -0.18, 1.06], [-0.05, 3.72, 1.12], [0.74, 4.75, 0.62], [0.14, 5.91, 0.12], [-1.23, 6.04, 0.12], [-2.03, 5.01, 0.63], [-1.44, 3.87, 1.13], [0.28, 2.26, 3.15], [0.28, 3.37, 3.99], [0.08, 3.22, 5.35], [-0.15, 1.96, 5.89], [-0.14, 0.85, 5.07], [0.07, 0.99, 3.70], [2.62, 3.04, 1.88], [2.18, 2.41, 0.28], [3.70, 1.64, 3.38], [4.44, -0.63, 4.09], [3.65, -2.61, 2.81], [2.50, -3.48, 0.83], [1.88, -2.35, -0.38], [-1.09, -1.74, 3.16], [-1.26, -2.49, 5.50], [0.10, -4.39, 6.30], [1.61, -5.57, 4.72], [1.76, -4.85, 2.39], [-2.13, -3.56, 1.39], [-3.39, -5.17, 0.03], [-2.27, -6.39, -1.82], [0.11, -5.96, -2.30], [1.38, -4.35, -0.97], [1.82, 4.67, 0.61], [0.77, 6.71, -0.26], [-1.69, 6.94, -0.26], [-3.11, 5.12, 0.66], [-2.05, 3.08, 1.57], [0.45, 4.36, 3.58], [0.08, 4.09, 5.99], [-0.32, 1.85, 6.96], [-0.30, -0.14, 5.48], [0.09, 0.11, 3.08], [-1.68, 1.10, -1.35], [-1.90, 0.41, -2.66], [-0.68, -0.43, -2.89], [-0.03, -0.48, -3.89], [-0.35, -1.06, -1.73], [-2.56, 1.27, -0.88], [-1.26, 2.02, -1.50], [-2.06, 1.10, -3.48], [-2.76, -0.25, -2.57], [1.63, 0.72, -1.49], [2.38, 0.51, -2.36], [3.25, 0.30, -3.27], [4.63, -0.14, -2.90], [4.97, -1.39, -3.70], [4.81, -1.12, -5.19], [3.37, -0.71, -5.51], [2.97, 0.53, -4.72], [4.67, -0.30, -1.83], [5.31, 0.67, -3.16], [4.29, -2.20, -3.40], [5.98, -1.71, -3.45], [5.08, -2.00, -5.77], [5.49, -0.32, -5.49], [2.68, -1.52, -5.27], [3.25, -0.48, -6.57], [1.92, 0.75, -4.83], [3.56, 1.40, -5.03]]}